Version i
An isolated ion of composition C2H5N4 and charge +1, computed with ωB97M-V/def2-TZVPD.

Atoms and positions in Å:
C 0.498 0.302 -0.149
C -0.741 -1.354 0.151
N -0.656 -0.088 0.509
N 1.323 1.154 -0.616
N -1.181 -2.489 -0.210
N 1.472 2.391 -0.170
H -0.554 -3.178 -0.628
H -2.149 -2.807 -0.100
H 2.254 2.903 -0.546
H -1.340 0.468 1.049
H 1.073 2.698 0.711

The calculation puts the LUMO energy (spin up / spin down) at -0.1792 / -0.1946 Ha. Its charge is +1. As for the gap between HOMO and LUMO (spin up / spin down): 0.302 / 0.282 Ha.

Atom charges from the Löwdin analysis, given in e for atoms 1 to 5: atom 1 (C): -0.018, atom 2 (C): -0.046, atom 3 (N): 0.076, atom 4 (N): 0.020, atom 5 (N): 0.204


Version ii
An isolated ion of composition C2H5N4 and charge +1, computed with ωB97M-V/def2-TZVPD.

Atoms and positions in Å:
N 1.784 0.335 -0.045
N 0.421 0.220 -0.107
C -0.504 1.220 -0.287
N -1.749 0.641 -0.125
C -1.543 -0.597 -0.032
N -0.252 -1.029 0.023
H 2.042 0.851 0.887
H 2.220 -0.535 -0.047
H -0.323 2.234 -0.452
H -2.341 -1.405 0.145
H 0.244 -1.936 0.040

The calculation puts the LUMO energy at -0.1734 Ha. Its charge is +1. As for the gap between HOMO and LUMO: 0.390 Ha.

Atom charges from the Löwdin analysis, given in e for atoms 1 to 5: atom 1 (N): 0.134, atom 2 (N): -0.132, atom 3 (C): 0.059, atom 4 (N): 0.136, atom 5 (C): -0.170


Which structure is most stable? version ii, by 3.823 eV over the runner-up.


Version i
C2H5N4 as an isolated structure, computed with ωB97M-V/def2-TZVPD.

Atoms and positions in Å:
C 0.691 -1.218 0.544
C 0.361 1.245 -0.008
N -0.587 -1.494 0.234
N -0.592 -0.418 -0.665
N 0.758 -0.138 -0.244
N -1.089 0.938 -0.178
H 1.620 -1.577 0.918
H 0.907 1.591 1.038
H 0.522 1.784 -0.905
H -1.222 -2.182 0.297
H -1.371 1.470 -1.032

The calculation puts the LUMO energy at -0.1941 Ha. Its charge is +1. As for the gap between HOMO and LUMO: 0.363 Ha.

Atom charges from the Löwdin analysis, given in e for atoms 1 to 5: atom 1 (C): 0.043, atom 2 (C): -0.106, atom 3 (N): 0.212, atom 4 (N): 0.018, atom 5 (N): 0.011


Version ii
An isolated ion of composition C2H5N4 and charge +1, computed with ωB97M-V/def2-TZVPD.

Atoms and positions in Å:
H 0.782 -1.852 0.036
N 1.733 -1.496 0.038
C 1.818 -0.257 0.073
C 3.192 0.195 0.085
N 4.261 0.441 -0.079
N 0.758 0.626 -0.029
N -0.674 0.204 -0.043
H 0.924 1.623 -0.120
H -0.590 -0.912 -0.351
H -1.244 0.845 -0.660
H -1.123 0.168 0.799

The calculation puts the LUMO energy at -0.1870 Ha. Its charge is +1. As for the gap between HOMO and LUMO: 0.387 Ha.

Atom charges from the Löwdin analysis, given in e for atoms 1 to 5: atom 1 (H): 0.052, atom 2 (N): 0.205, atom 3 (C): -0.421, atom 4 (C): -0.137, atom 5 (N): 0.238


Which structure is most stable? version ii, by 2.427 eV over the runner-up.


Version i
A 12-piece molecular cluster, C7H36O12 overall, computed with ωB97M-V/def2-TZVPD.

Atoms and positions in Å:
C 1.200 -2.725 -1.413
C 1.050 -1.532 -2.003
C 0.777 -1.497 -3.493
C -0.478 -2.330 -3.878
C 0.978 -0.299 -1.096
C -0.467 -0.072 -0.717
C -1.092 -1.040 0.286
O -2.026 -1.969 -0.346
H 1.117 -3.635 -2.048
H 1.462 -2.849 -0.374
H 0.493 -0.425 -3.696
H 1.598 -1.605 -4.234
H -1.168 -1.686 -4.403
H -1.072 -2.488 -2.978
H -0.351 -3.275 -4.356
H 1.361 0.586 -1.636
H 1.709 -0.491 -0.305
H -1.104 -0.036 -1.573
H -0.581 0.894 -0.192
H -1.607 -0.705 1.164
H -0.320 -1.718 0.639
H -2.047 -1.872 -1.305
O 2.229 1.682 1.636
H 2.423 0.811 2.130
H 1.565 2.190 2.116
O -1.465 -4.165 1.116
H -1.765 -3.355 0.664
H -1.499 -5.017 0.695
O -2.502 1.638 3.028
H -3.017 1.599 2.181
H -3.119 2.140 3.577
O -3.667 1.391 0.740
H -3.513 2.316 0.449
H -2.980 0.844 0.324
O 2.261 -0.525 2.791
H 2.888 -1.275 2.693
H 1.453 -1.046 2.635
O 4.546 2.467 0.206
H 3.818 2.089 -0.314
H 4.034 2.665 1.003
O -2.177 3.549 0.536
H -1.854 3.081 -0.255
H -1.472 3.195 1.118
O -0.896 2.911 -1.806
H -0.735 3.590 -2.458
H -0.113 2.362 -1.608
O 1.665 2.609 -0.667
H 1.336 2.135 0.084
H 2.160 3.394 -0.443
O 0.975 -3.206 2.153
H 1.284 -4.118 2.077
H 0.004 -3.289 2.034
O -0.168 2.607 2.937
H -0.089 3.386 3.496
H -1.048 2.112 3.089

The calculation puts the LUMO energy at 0.0123 Ha. Its charge is 0. As for the gap between HOMO and LUMO: 0.359 Ha.

Atom charges from the Löwdin analysis, given in e for atoms 1 to 5: atom 1 (C): 0.053, atom 2 (C): -0.310, atom 3 (C): -0.193, atom 4 (C): -0.091, atom 5 (C): -0.151


Version ii
A 13-piece molecular cluster, C7H36O12 overall, computed with ωB97M-V/def2-TZVPD.

Atoms and positions in Å:
C -0.766 2.192 0.769
C -0.332 1.013 -0.158
C 1.096 0.913 -0.622
C 1.913 1.899 -0.915
C 1.988 -1.183 0.170
C 1.665 -0.456 -0.837
C 1.929 -0.633 -2.271
H 0.058 2.464 1.447
H -1.527 2.152 1.445
H -0.981 3.080 0.198
H -0.856 0.074 0.322
H -0.947 1.080 -1.049
H 1.571 2.967 -0.769
H 2.881 1.754 -1.113
H 1.870 -0.901 1.223
H 2.429 -2.154 0.151
H 2.940 -0.410 -2.523
H 1.732 -1.679 -2.518
H 1.212 -0.094 -2.922
H -2.996 2.004 -0.647
H -4.395 1.710 -1.143
O -3.529 2.174 -1.416
H 0.555 -4.464 -1.735
H 0.240 -3.199 -2.589
O 0.072 -4.162 -2.540
H -1.866 -0.806 -3.189
H -1.988 0.168 -4.413
O -1.376 -0.484 -3.913
H 0.982 -0.241 3.373
H 2.230 -1.153 3.388
O 1.536 -0.693 4.030
H 3.377 0.489 2.000
H 4.370 -0.638 2.673
O 3.441 -0.506 2.211
H -3.346 1.488 -3.720
H -3.964 0.418 -2.765
O -3.761 0.634 -3.660
H -3.088 -0.358 0.343
H -3.294 -1.415 -0.823
O -3.716 -0.546 -0.376
H -2.594 -3.241 -2.015
H -1.508 -2.871 -1.023
O -2.206 -2.514 -1.501
H -1.640 -3.146 1.981
H -1.094 -1.744 1.848
O -1.479 -2.385 1.305
H 4.053 2.093 0.938
H 4.867 1.069 0.335
O 4.813 1.536 1.147
H -0.700 1.366 3.405
H -2.271 0.790 2.983
O -1.278 0.627 3.050
H 1.240 2.798 3.830
H 1.460 1.249 4.605
O 0.976 1.875 3.990

The calculation puts the LUMO energy at 0.0007 Ha. Its charge is 0. As for the gap between HOMO and LUMO: 0.339 Ha.

Atom charges from the Löwdin analysis, given in e for atoms 1 to 5: atom 1 (C): -0.106, atom 2 (C): -0.151, atom 3 (C): -0.279, atom 4 (C): 0.050, atom 5 (C): 0.046


Which structure is most stable? version i, by 2.801 eV over the runner-up.